Entry 1:
This record from OMol25 describes a molecular structure, C8H29InN10O10P. The level of theory is the ωB97M-V functional and the def2-TZVPD basis.

XYZ file:
```
59
Properties=species:S:1:pos:R:3:forces:R:3:lowdin_charge:R:1
C 1.98356 0.47403 -3.93441 -1.30 -0.88 -0.27 -0.01
C 0.77862 -0.44771 -4.48868 1.04 -1.09 -2.31 -0.44
O 1.12911 -1.32303 -5.32751 -1.45 2.56 2.81 -0.01
O -0.56906 -0.24924 -4.09305 3.42 -0.99 -0.27 -0.17
C -1.09391 -1.57550 -3.73021 -0.94 -0.88 -0.05 -0.31
In -3.23220 -1.52212 -2.92165 0.49 -1.14 0.64 0.44
P -4.67202 0.27655 -4.03861 2.38 1.19 -1.34 0.48
O -3.70122 1.29874 -4.68055 -2.51 -1.31 1.14 -0.48
O -5.54253 -0.48757 -5.32821 -0.68 1.61 1.58 -0.31
O -5.71657 1.06417 -2.92746 -0.21 -0.17 -2.14 -0.31
H 1.58742 1.27886 -3.23940 0.72 -0.98 -0.82 0.08
H 2.73797 -0.24265 -3.44053 -1.43 1.38 -0.68 0.06
H 2.49214 0.89293 -4.85823 -0.67 -0.35 1.23 0.08
H -0.41670 -1.97669 -2.89875 -0.90 0.23 -1.21 0.06
H -1.13496 -2.28036 -4.63758 0.52 1.13 1.36 0.05
H -3.28593 -1.49387 -1.13835 0.79 0.36 -1.03 -0.08
H -3.97946 -3.11082 -3.41334 0.18 0.40 -0.05 -0.12
H -6.32528 0.05861 -5.56254 0.66 -0.45 0.00 0.03
H -6.15202 1.80324 -3.41698 0.49 -0.48 0.57 0.04
C -1.42889 0.89440 0.94470 -0.48 -0.40 -0.44 -0.69
O -1.49463 -0.32256 0.93150 0.12 0.05 0.50 0.01
N -0.40732 1.56882 1.54072 0.87 0.23 0.58 0.14
N -2.36905 1.67921 0.36487 -0.58 0.10 -0.08 0.17
H -0.33562 2.56925 1.56132 -0.10 -0.08 -0.11 0.08
H 0.31028 1.01747 1.98143 -0.12 0.02 -0.11 0.09
H -3.14081 1.21243 -0.08914 0.16 -0.02 -0.13 0.11
H -2.33633 2.68162 0.36166 0.05 -0.09 -0.06 0.09
C 5.10818 -0.11480 -1.49356 -0.39 -0.31 -0.31 -0.68
O 4.59605 0.06910 -2.58860 0.47 0.12 0.22 0.01
N 6.02793 0.73305 -0.96265 0.56 0.70 0.07 0.14
N 4.80218 -1.17837 -0.71424 -0.08 -0.54 0.11 0.16
H 6.45840 0.59962 -0.06585 -0.12 -0.06 -0.03 0.09
H 6.28150 1.53661 -1.51191 -0.06 -0.15 0.08 0.10
H 4.12292 -1.82853 -1.07285 0.09 0.14 0.03 0.11
H 5.20982 -1.34729 0.19034 -0.23 0.09 0.13 0.06
C 3.64625 -1.54539 3.08869 -0.04 0.07 0.25 -0.68
O 4.68071 -1.36679 2.45464 0.19 -0.02 -0.17 -0.01
N 2.72794 -2.48178 2.74014 -0.08 -0.54 -0.41 0.16
N 3.33187 -0.82293 4.18813 0.57 -0.40 0.05 0.14
H 1.87537 -2.64305 3.24393 0.03 0.08 -0.07 0.10
H 2.92624 -3.03877 1.92607 -0.12 0.11 0.11 0.10
H 3.98695 -0.11868 4.47651 -0.31 0.00 -0.05 0.09
H 2.49169 -0.95095 4.71970 0.01 0.20 -0.11 0.09
C 2.76981 2.65706 4.73001 -0.19 -0.26 0.00 -0.67
O 2.48446 1.48350 4.92072 -0.10 0.62 0.22 0.01
N 2.38115 3.33224 3.62010 -0.33 0.05 -0.51 0.16
N 3.50093 3.38531 5.61236 0.39 0.10 0.58 0.15
H 2.60470 4.29435 3.44398 0.01 -0.08 0.02 0.10
H 1.83769 2.82525 2.94161 0.14 0.08 0.08 0.09
H 3.80800 2.91834 6.44903 -0.06 0.10 -0.13 0.11
H 3.74592 4.34845 5.47453 -0.02 -0.08 -0.03 0.09
C -5.48176 -1.73633 0.84224 0.38 0.17 -0.75 -0.69
O -5.11536 -1.56256 -0.30508 -1.17 0.00 0.87 -0.07
N -6.72086 -2.20570 1.15738 -0.89 -0.34 0.08 0.14
N -4.68064 -1.47576 1.90904 0.62 0.30 0.49 0.16
H -7.04008 -2.35558 2.09675 0.06 0.00 -0.07 0.08
H -7.34126 -2.40994 0.39213 0.15 0.04 0.10 0.10
H -3.75248 -1.12699 1.71258 -0.01 -0.12 -0.08 0.08
H -4.95882 -1.61087 2.86311 -0.02 -0.02 -0.10 0.08
```
Forces are in eV/Å.

The charge is -1. As for the electronic energy: -2153.871986 Eh.

---

Entry 2:
This record from OMol25 describes 2 unconnected molecules or ions with the total composition C4H6N2O4PS. The level of theory is the ωB97M-V functional and the def2-TZVPD basis.

XYZ file:
```
18
Properties=species:S:1:pos:R:3:forces:R:3:nbo_charge:R:1
C 0.43461 1.90238 0.44786 -0.96 1.70 -0.58 -0.30
C -0.73146 2.56712 0.36900 0.65 1.46 0.44 0.62
C -0.88820 -1.28856 1.52621 -1.93 0.67 -0.76 0.88
C -2.12008 -0.79341 -0.63491 0.11 -3.22 1.11 -0.40
N 0.45488 0.53657 0.26175 0.54 -1.16 -0.54 -1.16
N -1.82147 -1.23198 0.77250 -0.46 -0.70 -1.41 -0.56
O -1.65524 3.32565 0.43373 0.88 -1.40 -0.11 -0.54
O -0.23375 -1.39175 2.48430 1.27 -0.36 0.89 -0.58
O 1.40647 -0.69771 -1.97746 0.44 0.44 1.07 -1.00
O 1.66540 -1.64513 0.28611 0.07 -0.93 -0.24 -1.00
P 1.69048 -0.21882 -0.39163 0.51 2.15 -0.61 1.99
S 3.40213 0.77775 -0.07175 -0.27 -0.73 -0.81 -0.81
H 1.34693 2.59214 0.48221 -1.12 -1.11 0.05 0.24
H -2.92133 -0.13247 -0.48441 -0.93 1.20 -0.40 0.20
H -1.19151 -0.35863 -0.92745 0.29 0.58 -0.92 0.25
H -2.50603 -1.68324 -1.32429 1.08 1.71 1.63 0.18
H 2.24554 -0.86033 -2.43103 -0.09 0.13 0.19 0.49
H 1.42262 -1.39956 1.17929 -0.07 -0.44 1.01 0.51
```
Forces are in eV/Å.

The calculation puts the energy above the lowest of the compared OMol25 structures with the same formula, charge and spin at 29.3 kcal/mol. The charge is -1.

---

Entry 3:
This record from OMol25 describes 12 unconnected molecules or ions with the total composition C34H78F12N12O28S12. The level of theory is the ωB97M-V functional and the def2-TZVPD basis.

XYZ file:
```
176
Properties=species:S:1:pos:R:3:forces:R:3:lowdin_charge:R:1
C -2.83891 6.85519 -0.21259 0.00 -0.05 0.01 0.03
C -1.90439 6.12904 0.71124 1.80 2.21 2.48 -0.36
O -1.04754 6.71583 1.36741 -1.90 -2.15 -1.68 0.13
N -2.09898 4.65531 0.97016 1.85 -0.09 -1.03 0.08
H -2.36208 4.43360 1.91974 0.23 0.46 1.53 0.07
H -2.89003 4.22122 0.51639 -1.03 0.03 -1.22 0.02
C -0.85862 3.81151 0.61194 -0.75 1.48 0.72 0.04
H -3.87864 6.69303 0.07162 -0.02 -0.47 -0.31 0.08
H -2.60333 6.59665 -1.24493 -0.42 -0.31 -0.02 0.07
H -2.69315 7.93294 -0.13978 0.44 -0.18 0.28 0.10
H -0.98618 2.74558 0.80068 -0.46 0.27 0.10 0.07
H -0.14957 4.25134 1.31328 0.69 -0.30 -0.68 0.10
H -0.70372 4.02140 -0.44640 0.58 -0.14 0.25 0.06
C -1.65548 -0.99164 0.97018 -0.30 0.70 -0.78 0.04
C -0.36792 -0.37002 0.52211 -0.08 0.13 1.78 -0.33
O 0.27540 0.37257 1.22945 -0.17 -0.93 -2.17 0.13
N 0.07621 -0.75666 -0.89542 -0.99 2.79 -0.25 0.12
H 0.93798 -1.28331 -0.90475 0.77 -0.06 0.17 0.07
H -0.62785 -1.32548 -1.34358 -0.88 -0.33 -0.25 0.07
C 0.36057 0.53981 -1.76271 1.74 -1.03 1.85 0.03
H -2.38451 -0.97632 0.16000 -0.02 -0.06 -0.19 0.07
H -2.06423 -0.32278 1.72759 0.16 -0.34 0.31 0.09
H -1.54240 -2.03236 1.27384 0.26 0.03 0.22 0.08
H 0.87356 0.24336 -2.67763 -0.54 -0.13 -0.01 0.07
H 1.14306 0.93872 -1.11721 0.10 0.49 -0.38 0.05
H -0.39146 1.32368 -1.85266 -0.67 -0.93 0.08 0.09
C -2.08209 4.68251 -3.44721 0.12 0.11 -0.64 0.01
C -1.71027 3.80365 -4.61582 -4.14 -4.52 -1.72 -0.26
O -2.48385 2.93982 -5.14060 4.55 4.48 2.14 0.13
N -0.21509 3.84941 -5.06096 -1.78 -2.03 -1.02 0.09
H 0.00180 4.64186 -5.64840 -0.19 0.50 -0.17 0.18
H 0.26151 3.98373 -4.18068 0.91 0.36 0.81 0.05
C 0.30197 2.56642 -5.75382 -0.26 0.91 0.06 0.03
H -1.71183 5.69020 -3.63576 -0.05 0.14 0.16 0.09
H -1.63958 4.34788 -2.50896 0.29 -0.22 -0.22 0.06
H -3.16013 4.67354 -3.28648 0.03 -0.08 -0.38 0.11
H -0.25519 2.30381 -6.65310 -0.35 0.46 0.26 0.10
H 0.22606 1.73096 -5.05786 0.25 0.29 0.01 0.09
H 1.31011 2.85393 -6.05230 0.08 -0.53 0.28 0.10
C 2.83944 -7.41342 -5.59514 -0.08 0.87 0.05 -0.01
C 2.89359 -5.80869 -5.48380 -0.34 -2.44 -2.40 -0.36
C 2.99910 -5.30240 -7.00021 -0.73 0.52 0.14 -0.12
C 2.38671 -3.91778 -7.28308 -0.35 -0.34 0.44 -0.16
C 0.95154 -3.95224 -6.75848 -0.49 0.53 -0.26 -0.12
C 0.70003 -4.17750 -5.25216 0.85 0.27 -0.46 -0.45
N 1.52229 -5.38360 -4.85428 -1.79 -4.38 6.15 0.15
O 1.03200 -6.18578 -3.84413 3.38 5.33 -6.79 0.18
C -0.71510 -4.45256 -4.97382 -1.80 -0.26 0.95 -0.04
C 1.12994 -2.94389 -4.39058 1.49 -0.71 0.23 0.03
C 4.07617 -5.27855 -4.72060 -0.22 0.71 1.37 -0.01
H 3.76516 -7.76889 -6.04766 0.27 0.31 0.29 0.09
H 2.09130 -7.74163 -6.31671 -0.35 0.34 0.13 0.08
H 2.65158 -7.95160 -4.66607 0.21 0.36 0.08 0.08
H 2.47817 -5.99796 -7.65818 -0.34 -0.15 0.25 0.11
H 4.00995 -5.34074 -7.40619 0.35 -0.06 0.82 0.13
H 2.38034 -3.74692 -8.35959 -0.19 -0.23 -0.10 0.12
H 2.94777 -3.05568 -6.92236 0.14 -0.20 0.55 0.12
H 0.35833 -4.68564 -7.30467 0.19 -0.40 -0.02 0.13
H 0.39414 -3.03829 -6.96371 0.23 0.29 0.00 0.13
H -0.88557 -4.47749 -3.89752 -0.08 -0.09 -0.04 0.08
H -1.13963 -5.37456 -5.37104 0.33 -0.09 -0.23 0.11
H -1.34188 -3.63110 -5.32089 0.15 0.08 -0.13 0.09
H 1.00619 -3.13067 -3.32387 -0.24 -0.26 -0.07 0.09
H 0.62094 -2.00975 -4.62805 -0.36 -0.41 -0.48 0.11
H 2.20205 -2.79638 -4.52067 0.00 0.28 -0.01 0.05
H 4.10756 -4.20482 -4.90558 0.30 0.07 0.40 0.08
H 5.05229 -5.70395 -4.95364 -0.38 -0.28 -0.81 0.11
H 3.99240 -5.48008 -3.65267 -0.29 0.33 0.13 0.09
C -0.78350 -0.02356 6.83284 -0.88 0.63 0.20 -0.07
C -1.49445 -1.33073 6.54054 0.65 -1.25 0.19 -0.24
C -3.02162 -1.33648 6.41261 -0.26 -0.05 0.24 -0.09
N -3.58362 -2.52715 5.60546 1.43 1.06 0.27 -0.24
C -2.90027 -3.79676 6.08658 -0.70 0.91 -0.49 0.02
C -3.23922 -2.29844 4.12418 -0.87 -1.34 0.55 -0.09
C -4.48547 -1.65650 3.52982 0.66 -0.04 0.11 -0.12
C -5.57179 -1.59088 4.62660 0.09 0.95 -0.49 -0.14
C -5.14615 -2.58216 5.68653 1.90 -0.31 -0.91 -0.06
H -0.97695 0.74754 6.08713 0.33 -0.25 -0.39 0.05
H 0.28159 -0.19829 6.98500 -0.09 0.06 -0.15 0.08
H -1.19282 0.45753 7.72116 0.10 -0.18 0.37 0.08
H -1.25510 -2.04308 7.33008 -0.09 0.16 0.61 0.11
H -0.93922 -1.85851 5.76512 -0.53 0.44 -0.84 0.06
H -3.44630 -0.39927 6.05289 0.12 -0.09 -0.62 0.13
H -3.43627 -1.43138 7.41618 -0.12 -0.20 0.08 0.13
H -1.85005 -3.83216 5.79696 -0.19 0.30 -0.10 0.06
H -3.42902 -4.56482 5.52213 0.13 -0.46 0.74 0.11
H -2.95619 -3.76386 7.17465 -0.32 -0.69 -0.10 0.11
H -3.09823 -3.29689 3.71026 0.17 0.02 0.01 0.12
H -2.29385 -1.77191 3.99334 -0.19 0.11 0.38 0.12
H -4.84665 -2.30815 2.73422 0.18 0.53 -0.35 0.13
H -4.13239 -0.67593 3.21057 -0.94 0.09 -0.48 0.10
H -6.51783 -1.85873 4.15611 -0.09 -0.01 0.39 0.12
H -5.64000 -0.54928 4.94048 -0.13 -0.14 0.43 0.11
H -5.36699 -3.57031 5.28294 -0.15 -0.19 0.43 0.13
H -5.43414 -2.48620 6.73341 -0.12 0.16 -0.24 0.13
C 5.87630 2.77266 -1.01162 -0.18 -0.97 0.02 -0.08
C 5.17244 2.75301 0.36273 0.02 -0.12 0.32 -0.21
C 4.64932 1.36834 0.91314 -0.40 1.43 -0.35 -0.08
N 4.03906 1.57876 2.33643 0.94 -0.76 -0.23 -0.20
C 2.83193 2.50103 2.22308 0.66 0.12 0.90 0.03
C 3.68165 0.19361 2.99157 0.19 0.03 0.04 -0.05
C 4.06149 0.25553 4.50203 -0.03 0.79 -0.90 -0.11
C 4.64144 1.68043 4.65775 -1.10 -1.43 1.40 -0.18
C 5.08786 2.09563 3.35098 -0.04 1.34 -2.80 -0.14
H 5.78631 3.67963 -1.60944 -0.19 0.23 0.61 0.06
H 5.46855 1.99106 -1.65268 0.16 -0.20 -0.03 0.06
H 6.93692 2.58930 -0.83967 0.01 -0.18 -0.31 0.08
H 4.40206 3.52355 0.39224 -0.09 -0.27 -0.03 0.08
H 5.94699 3.05882 1.06604 -0.11 0.19 0.25 0.09
H 5.45266 0.63344 0.86142 0.03 -0.02 0.78 0.13
H 3.83773 0.91041 0.34766 -0.06 0.33 -0.22 0.11
H 2.10092 2.12524 1.50719 0.10 -0.26 0.35 0.08
H 3.10928 3.51946 1.95110 0.43 -0.30 -0.36 0.10
H 2.47004 2.63583 3.24238 -0.56 -0.49 -0.15 0.11
H 2.61368 0.00980 2.87422 0.10 0.08 -0.23 0.11
H 4.24680 -0.58718 2.48262 -0.10 0.21 -0.28 0.13
H 3.12035 0.10303 5.03034 0.45 -0.06 0.49 0.10
H 4.85560 -0.41122 4.83808 -0.50 -0.59 -0.44 0.12
H 3.78950 2.30451 4.92761 0.55 0.41 0.71 0.12
H 5.50126 1.66063 5.32738 -0.48 0.49 0.45 0.13
H 5.11845 3.18492 3.32568 0.06 0.03 -0.48 0.14
H 6.04332 1.73483 2.97021 0.01 -0.30 0.37 0.14
N -2.79549 3.98537 3.51741 -1.82 5.25 -1.54 -0.31
S -3.86717 4.88285 4.33501 -3.44 7.25 1.76 0.58
O -3.50653 5.31292 5.67573 0.25 -2.07 -1.38 -0.26
O -5.30011 4.85764 4.07559 2.16 -2.09 -0.19 -0.25
F -3.57417 6.27461 3.58208 0.93 -0.47 -0.98 -0.20
S -2.83968 2.74053 4.28273 1.91 -9.57 4.51 0.44
O -3.99049 1.86681 4.11442 0.49 1.51 0.96 -0.28
O -2.16732 2.80689 5.59905 -1.53 -0.35 -2.74 -0.29
F -1.84506 1.92064 3.33438 0.98 0.18 -0.08 -0.20
N 2.58813 -1.50726 -1.60592 -1.15 -3.98 3.01 -0.27
S 3.18752 -2.89898 -0.80879 -1.20 -1.56 5.26 0.55
O 4.21871 -2.67956 0.18513 -1.26 0.40 -1.81 -0.25
O 3.20029 -4.10864 -1.53320 0.46 -0.22 -1.89 -0.25
F 1.90963 -3.18695 0.09689 -0.32 1.16 -0.30 -0.17
S 3.85336 -1.27249 -2.36588 6.29 6.35 -3.40 0.42
O 4.12571 -2.07515 -3.52329 -0.12 -0.36 0.58 -0.28
O 4.98837 -0.76185 -1.57847 -1.68 -1.63 -1.25 -0.29
F 3.39316 0.12776 -3.02095 -0.53 -0.20 -0.32 -0.21
N 0.88672 4.52177 -2.62404 3.12 -3.75 -0.18 -0.29
S 2.40057 3.73162 -2.33426 2.11 -4.11 0.43 0.63
O 2.51107 2.83497 -1.17247 -1.61 1.79 -2.19 -0.28
O 3.62135 4.43189 -2.61420 -1.63 0.57 -0.18 -0.24
F 2.27626 2.73159 -3.61578 -0.52 0.64 0.90 -0.20
S 1.29300 5.80172 -1.91442 -2.06 10.36 2.90 0.48
O 1.79869 6.94769 -2.68357 0.05 -3.17 0.63 -0.27
O 1.64024 5.73600 -0.51163 0.74 -1.26 -1.47 -0.26
F -0.23990 6.42289 -1.71684 0.10 -1.10 -0.43 -0.24
N 0.50429 -4.11449 4.94069 2.69 3.89 -0.18 -0.25
S 1.50713 -2.88156 4.28403 3.02 1.37 1.56 0.58
O 0.86866 -1.58125 4.19966 0.14 -1.44 -0.58 -0.30
O 2.51830 -3.30177 3.30401 -2.57 0.86 1.49 -0.28
F 2.42185 -2.63972 5.57932 -0.49 -0.52 -0.04 -0.20
S 0.06038 -4.62039 3.57748 -2.45 -8.05 -6.36 0.48
O 0.90640 -5.65168 2.87371 -1.61 3.49 1.99 -0.32
O -0.74419 -3.78791 2.66197 1.39 -0.31 1.97 -0.32
F -1.04001 -5.67096 4.19577 -0.09 0.97 0.02 -0.24
N -2.06446 -1.79767 -2.38168 -1.08 -5.00 2.85 -0.28
S -3.04499 -1.48616 -3.49486 -3.94 7.20 -7.00 0.48
O -4.20686 -0.61345 -3.20518 2.32 -3.04 -0.20 -0.27
O -3.16996 -2.38982 -4.65987 0.67 1.49 2.51 -0.29
F -2.01519 -0.29690 -3.95110 0.41 0.13 -1.24 -0.26
S -3.03995 -3.12811 -1.90319 -1.22 -3.50 5.36 0.62
O -3.09384 -4.32676 -2.71585 0.77 1.83 0.53 -0.27
O -4.29374 -2.75644 -1.22159 3.00 -0.21 -1.61 -0.26
F -2.05693 -3.61488 -0.63709 -0.67 0.89 -1.50 -0.23
N -4.06071 3.48609 -0.20463 -3.74 1.88 1.02 -0.30
S -4.29436 1.99384 -0.49058 -0.59 -8.75 -3.40 0.52
O -4.94725 1.68249 -1.79657 1.61 1.70 3.37 -0.28
O -4.58438 0.96687 0.53788 0.93 3.09 -1.33 -0.29
F -2.71657 1.71279 -0.77594 0.40 0.10 -0.04 -0.23
S -5.71079 3.87025 0.02028 -4.36 1.86 0.83 0.58
O -6.39615 3.17335 1.09955 1.94 0.29 -1.93 -0.25
O -6.43433 4.13600 -1.20161 1.52 -0.86 0.77 -0.27
F -5.69267 5.33687 0.61370 1.63 0.20 0.20 -0.18
```
Forces are in eV/Å.

The calculation puts the energy above the lowest of the compared OMol25 structures with the same formula, charge and spin at 0.0 kcal/mol.

---

Entry 4:
This record from OMol25 describes a molecular structure, CH4AlBr2ClMgOP. The level of theory is the ωB97M-V functional and the def2-TZVPD basis.

XYZ file:
```
12
Properties=species:S:1:pos:R:3:forces:R:3:nbo_charge:R:1
C -0.85721 0.04248 1.44766 -0.17 0.12 0.17 -1.30
Al -0.04773 -0.61908 -0.17522 0.20 0.12 0.38 1.19
Br -1.47894 -0.50023 -2.21505 -0.08 0.23 -0.34 -0.56
Br 0.85857 -2.65713 -0.25404 0.11 -0.42 -0.06 -0.43
P 1.76003 0.84647 -1.21812 -0.12 -0.08 0.10 0.84
O 2.78862 0.57807 -0.00294 0.06 -0.18 -0.33 -0.98
Cl 0.90341 2.64008 -0.72440 -0.04 0.06 0.01 -0.27
H -1.94812 0.12531 1.37668 0.13 -0.03 -0.03 0.25
H -0.63257 -0.66200 2.25721 -0.03 0.12 -0.09 0.26
H -0.48952 1.03423 1.73429 -0.02 -0.14 -0.05 0.26
H 2.58736 0.74932 0.92282 -0.14 0.20 0.14 0.52
Mg -3.44390 -1.57752 -3.14889 0.10 0.00 0.11 1.22
```
Forces are in eV/Å.

The calculation puts the energy above the lowest of the compared OMol25 structures with the same formula, charge and spin at 0.0 kcal/mol. The charge is +1.